Formula: C6H10N2O
Source: OMol25
Level of theory: ωB97M-V/def2-TZVPD

Last column: Mulliken charge in e.
CARTESIAN COORDINATES (ANGSTROEM)
C  -0.2562  -2.4429  -1.1540  -0.3629
C  0.9576  -1.9194  -1.3328  -0.5967
C  0.9364  1.6577  1.4858  0.4903
C  -0.3258  -1.6411  0.2291  0.3477
C  -1.3977  -0.6627  0.4558  -1.1672
C  0.0344  3.0186  -0.3934  -0.7718
N  0.9916  -1.1524  -0.1193  -0.3512
N  0.3417  2.3053  0.7138  -0.0932
O  1.5725  1.1609  2.3241  -0.5157
H  -0.9954  -3.0087  -1.7336  0.3417
H  1.7425  -2.1279  -1.9535  0.4834
H  -0.3076  -2.3771  1.0917  0.2573
H  -1.2073  -0.2934  1.5055  0.2671
H  -2.3286  -1.1264  0.4715  0.4239
H  -1.3075  0.2387  -0.1934  0.1048
H  -1.0673  2.8332  -0.6076  0.2725
H  -0.0346  4.0759  -0.1217  0.3225
H  0.8750  2.9210  -1.1392  0.3006
H  1.7764  -1.4591  0.4713  0.2467

Values from the calculation:
Relative energy (zero: lowest compared OMol25 entry of this formula, charge and spin)   73.7 kcal/mol
Net charge   0
Lowest unoccupied orbital energy   0.86 eV
Calculated total energy   -419.26907 hartree
HOMO level   -8.544 eV
Frontier orbital gap   9.400 eV
Spin multiplicity   1

***

Formula: C6H10N2O2
Source: OMol25
Level of theory: ωB97M-V/def2-TZVPD

Last column: Mulliken charge in e.
CARTESIAN COORDINATES (ANGSTROEM)
O  -4.1912  0.3688  0.0142  -0.6017
C  -3.0048  0.1812  -0.2526  0.5412
O  -2.4106  0.5930  -1.3294  -0.4943
C  -2.1546  -0.6959  0.6598  -0.3206
N  -0.8892  -1.0417  -0.0485  -0.3889
C  0.4404  -0.5204  -0.0044  0.4412
N  1.3451  -1.0319  -0.6958  -0.6729
C  2.6301  -0.2982  -0.5122  -0.4402
C  2.1160  1.0970  -0.0401  -0.6507
C  0.8947  0.7144  0.7574  -0.4637
H  -1.5671  0.1403  -1.4411  0.4232
H  -2.0670  -0.1431  1.6287  0.2493
H  -2.6637  -1.6051  0.8346  0.3699
H  -0.9391  -1.9607  -0.3838  0.1781
H  3.0367  -0.2272  -1.5463  0.2920
H  3.3082  -0.8210  0.2033  0.3050
H  1.7318  1.6317  -0.8644  0.2953
H  2.9783  1.6204  0.4161  0.3149
H  1.1657  0.4353  1.8010  0.2634
H  0.2403  1.5629  0.8035  0.3592

Values from the calculation:
Relative energy (zero: lowest compared OMol25 entry of this formula, charge and spin)   22.6 kcal/mol
Net charge   0
Lowest unoccupied orbital energy   0.65 eV
Calculated total energy   -494.60773 hartree
HOMO level   -9.333 eV
Frontier orbital gap   9.984 eV
Spin multiplicity   1

***

Formula: C6H10N2O2
Source: OMol25
Level of theory: ωB97M-V/def2-TZVPD

Last column: Mulliken charge in e.
CARTESIAN COORDINATES (ANGSTROEM)
N  0.8527  -1.5801  1.0427  -0.4797
C  1.6829  -1.1263  -0.0363  -0.6312
C  0.8840  -0.2303  -1.0302  -0.3538
C  0.6211  1.2012  -0.5535  -0.7287
C  -0.4884  1.2223  0.4666  -0.3279
N  -1.7751  1.8698  0.1640  -0.6239
C  -1.7345  0.4895  0.1349  0.5799
O  -2.4162  -0.6303  0.8583  -0.4486
C  -2.4217  -0.6024  -0.4733  0.5253
O  -2.8124  -1.2164  -1.4213  -0.5511
H  1.3715  -2.2350  1.6716  0.2693
H  0.6756  -0.7171  1.6399  0.1233
H  2.1027  -2.0465  -0.5351  0.3894
H  2.5697  -0.6141  0.2918  0.3250
H  -0.0076  -0.7804  -1.3240  0.1932
H  1.5255  -0.0346  -1.9831  0.3112
H  1.3607  1.7434  0.0000  0.3223
H  0.3439  1.8466  -1.4067  0.3015
H  -0.0096  1.0596  1.4664  0.4880
H  -2.3248  2.3811  1.0274  0.3163

Values from the calculation:
Relative energy (zero: lowest compared OMol25 entry of this formula, charge and spin)   101.3 kcal/mol
Net charge   0
Lowest unoccupied orbital energy   0.65 eV
Calculated total energy   -494.48222 hartree
HOMO level   -9.625 eV
Frontier orbital gap   10.278 eV
Spin multiplicity   1

***

Formula: C6H10N2O2
Source: OMol25
Level of theory: ωB97M-V/def2-TZVPD

Last column: Mulliken charge in e.
CARTESIAN COORDINATES (ANGSTROEM)
H  2.1536  -0.6262  1.5283  0.2637
N  2.4942  0.2262  1.0864  -0.7945
C  1.8749  0.4292  -0.0372  0.1892
O  2.5388  1.3457  -0.7078  -0.6083
C  1.1973  -0.6286  -0.8406  -0.0931
N  0.7007  -1.7705  -0.0977  -0.6397
C  -0.2711  -0.8494  -0.6647  -0.2630
C  -1.1120  -0.0425  0.2828  0.2012
C  -1.8674  1.1573  -0.3170  -0.5345
O  -3.1387  0.6098  0.0686  -0.4109
C  -2.5226  -0.5826  0.5824  -0.5279
H  3.3401  1.4015  0.1610  0.4876
H  1.5987  -0.7791  -1.8452  0.4683
H  0.7811  -2.6302  -0.6325  0.2428
H  -0.7918  -1.1739  -1.5715  0.4605
H  -0.5461  0.2057  1.1884  0.4856
H  -1.6767  2.1316  0.1545  0.2628
H  -1.7813  1.2592  -1.4105  0.2808
H  -2.8093  -1.4738  0.0018  0.2754
H  -2.7609  -0.7447  1.6430  0.2542

Values from the calculation:
Relative energy (zero: lowest compared OMol25 entry of this formula, charge and spin)   96.0 kcal/mol
Net charge   0
Lowest unoccupied orbital energy   0.64 eV
Calculated total energy   -494.49080 hartree
HOMO level   -9.785 eV
Frontier orbital gap   10.421 eV
Spin multiplicity   1

***

Formula: C6H10N2O2S
Source: OMol25
Level of theory: ωB97M-V/def2-TZVPD

Last column: Mulliken charge in e.
CARTESIAN COORDINATES (ANGSTROEM)
C  -2.5820  1.7472  1.2497  -0.4178
C  -1.9270  0.9167  2.2342  -0.5356
C  -1.6433  1.9418  0.2584  -0.2828
C  -0.6223  0.6045  1.7684  -0.2656
C  2.3233  -0.7383  -0.5225  -0.9015
C  -0.0491  -0.7564  -1.5051  -0.6661
N  -0.4890  1.3296  0.5763  0.0754
N  0.8502  -0.2933  -0.5620  0.0364
O  0.1482  -0.3252  -2.8650  -0.5096
O  1.8693  1.8677  0.0052  -0.6311
S  0.7088  1.3639  -0.6779  0.6420
H  -3.6629  2.2574  1.2994  0.2632
H  -2.3848  0.5739  3.1049  0.4747
H  -1.6879  2.4835  -0.6556  0.3975
H  0.2245  -0.1158  2.0668  0.2810
H  2.2409  -1.8112  -0.2178  0.3167
H  2.8733  -0.6434  -1.5264  0.2805
H  2.7889  -0.1084  0.2132  0.3692
H  -1.0439  -0.3165  -1.1957  0.3447
H  0.9848  -0.7643  -3.1628  0.3264
H  0.0211  -1.8135  -1.4069  0.4023

Values from the calculation:
Relative energy (zero: lowest compared OMol25 entry of this formula, charge and spin)   97.5 kcal/mol
Net charge   0
Lowest unoccupied orbital energy   0.51 eV
Calculated total energy   -892.69912 hartree
HOMO level   -8.399 eV
Frontier orbital gap   8.905 eV
Spin multiplicity   1

***

Formula: C6H10N2O4
Source: OMol25
Level of theory: ωB97M-V/def2-TZVPD

Last column: Mulliken charge in e.
CARTESIAN COORDINATES (ANGSTROEM)
C  -1.6777  1.6721  -2.9275  0.1533
C  -1.6855  1.3704  -1.7529  -0.7676
C  -1.7272  0.9232  -0.3468  -0.1243
O  -0.4907  0.4245  0.0759  -0.4488
C  -2.8034  -0.1594  -0.1994  -0.6161
O  -2.4207  -1.3001  -0.9432  -0.5306
H  -1.6562  1.9560  -3.9015  0.4945
H  -1.9839  1.7903  0.3037  0.3039
H  -0.4552  -0.4871  -0.3103  0.4660
H  -2.8459  -0.4685  0.8618  0.2864
H  -3.7880  0.2187  -0.5054  0.3959
H  -2.4594  -1.0517  -1.8899  0.3124
N  1.4447  0.6792  2.8003  -0.4228
C  1.1850  -0.1460  1.7518  0.8196
O  0.1371  -0.7300  1.6099  -0.5769
C  2.3349  -0.2559  0.7903  -0.2971
N  2.2018  -1.0005  -0.2320  -0.1820
O  3.3353  -0.9959  -1.0029  -0.4048
H  0.7206  0.8129  3.4990  0.2344
H  2.3240  1.1625  2.9265  0.1711
H  3.2590  0.2903  0.9650  0.3611
H  3.1147  -1.5886  -1.7379  0.3723

Values from the calculation:
Relative energy (zero: lowest compared OMol25 entry of this formula, charge and spin)   121.5 kcal/mol
Net charge   0
Lowest unoccupied orbital energy   0.86 eV
Calculated total energy   -644.93089 hartree
HOMO level   -8.928 eV
Frontier orbital gap   9.787 eV
Spin multiplicity   1